# 1
{"formula": "C6H12N", "method": "wB97M-V/def2-TZVPD", "e_tot_ev": -7892.972, "total_charge": 1, "lumo_energy_ev": [-3.59, -6.43], "de_lowest_ev": 2.490, "spin_multiplicity": 3, "fmax_ha_per_bohr": 0.184, "gap_ev": [6.28, 7.35], "elements": ["C", "C", "C", "C", "C", "C", "N", "H", "H", "H", "H", "H", "H", "H", "H", "H", "H", "H", "H"], "coordinates": [[0.17767, -0.26403, -0.21319], [1.23244, -1.35693, -0.46870], [1.68997, 0.05235, -0.65405], [-1.17854, -0.12903, -0.04561], [2.47113, 0.85476, 0.47026], [-2.25530, -1.09664, 0.15143], [-1.58752, 1.32608, -0.12887], [1.04888, -1.89845, -1.32833], [1.62462, -1.95101, 0.41756], [1.85360, 0.39290, -1.63236], [3.48169, 1.00594, 0.02798], [2.71777, 0.18867, 1.34337], [2.04191, 1.89689, 0.54557], [-2.00952, -1.98260, -0.31969], [-3.08584, -0.59389, -0.22054], [-2.43452, -1.46094, 1.12216], [-1.69626, 1.75004, 0.87196], [-2.45379, 1.33293, -0.60295], [-0.75234, 1.86098, -0.47867]]}

=====

# 2
{"formula": "C2H4N2O2", "method": "wB97M-V/def2-TZVPD", "e_tot_ev": -9213.861, "smiles": "NC(=O)/N=C/O", "total_charge": 0, "lumo_energy_ev": 0.72, "de_lowest_ev": 1.361, "spin_multiplicity": 1, "fmax_ha_per_bohr": 0.011, "gap_ev": 10.55, "elements": ["N", "C", "O", "N", "C", "O", "H", "H", "H", "H"], "coordinates": [[1.87070, 0.26958, -0.23859], [0.87969, -0.53574, 0.27114], [1.07922, -1.67840, 0.63962], [-0.36441, 0.03971, 0.10814], [-1.57825, 0.11915, 0.40112], [-2.48735, 0.24054, -0.58251], [2.82062, -0.00615, -0.05274], [1.68994, 1.24811, -0.39282], [-1.98005, 0.16682, -1.41516], [-2.09128, 0.16575, 1.37641]]}